{
  "formula": "C64H155N9O17",
  "method": "ωB97M-V/def2-TZVPD",
  "species": ["C", "C", "C", "O", "C", "N", "H", "H", "H", "H", "H", "H", "H", "H", "H", "H", "H", "C", "C", "C", "O", "C", "N", "H", "H", "H", "H", "H", "H", "H", "H", "H", "H", "H", "C", "C", "C", "O", "C", "N", "H", "H", "H", "H", "H", "H", "H", "H", "H", "H", "H", "C", "C", "C", "O", "C", "N", "H", "H", "H", "H", "H", "H", "H", "H", "H", "H", "H", "C", "C", "C", "O", "C", "N", "H", "H", "H", "H", "H", "H", "H", "H", "H", "H", "H", "C", "C", "O", "O", "H", "H", "H", "H", "H", "H", "C", "C", "O", "O", "H", "H", "H", "H", "H", "H", "C", "C", "O", "O", "H", "H", "H", "H", "H", "H", "C", "C", "O", "O", "H", "H", "H", "H", "H", "H", "C", "C", "C", "C", "C", "C", "N", "O", "C", "C", "C", "H", "H", "H", "H", "H", "H", "H", "H", "H", "H", "H", "H", "H", "H", "H", "H", "H", "H", "H", "C", "C", "C", "C", "C", "C", "N", "O", "C", "C", "C", "H", "H", "H", "H", "H", "H", "H", "H", "H", "H", "H", "H", "H", "H", "H", "H", "H", "H", "H", "C", "C", "C", "C", "C", "C", "N", "O", "C", "C", "C", "H", "H", "H", "H", "H", "H", "H", "H", "H", "H", "H", "H", "H", "H", "H", "H", "H", "H", "H", "C", "C", "C", "C", "C", "C", "N", "O", "C", "C", "C", "H", "H", "H", "H", "H", "H", "H", "H", "H", "H", "H", "H", "H", "H", "H", "H", "H", "H", "H"],
  "xyz": [[5.83902, -2.87838, -3.94129], [5.86812, -1.41462, -4.47824], [4.87289, -1.19421, -5.79908], [5.35133, -1.90382, -6.90633], [6.49963, -1.43269, -7.54323], [5.38979, -0.64517, -3.36383], [6.24213, -3.65305, -4.59357], [4.85249, -3.25163, -3.66645], [6.31330, -2.89303, -2.95999], [6.86176, -0.96949, -4.52977], [4.72651, -0.16900, -6.13909], [3.90775, -1.53807, -5.42712], [7.30076, -1.42114, -6.80420], [6.32368, -0.43728, -7.95102], [6.82560, -2.06066, -8.37239], [5.80440, 0.26419, -3.50963], [5.84779, -0.90617, -2.50231], [-6.64511, -0.96039, 3.18186], [-7.57787, -1.04694, 1.92219], [-7.42468, -2.29581, 1.04463], [-7.91116, -1.88332, -0.25618], [-7.66841, -2.74963, -1.37819], [-8.97837, -0.88528, 2.26597], [-5.57617, -1.03384, 2.98161], [-6.79851, -1.76006, 3.90648], [-6.66001, -0.04051, 3.76641], [-7.35632, -0.20418, 1.26740], [-7.74395, -3.19989, 1.56310], [-6.34772, -2.41983, 0.93124], [-8.30594, -3.61732, -1.20857], [-6.60917, -2.98953, -1.47070], [-8.03848, -2.18391, -2.23323], [-9.35554, -0.78680, 1.33423], [-9.17599, 0.07546, 2.50681], [-2.75600, -5.52926, 7.92195], [-3.10682, -4.92660, 6.53555], [-4.05489, -5.70695, 5.70291], [-4.18252, -5.20192, 4.31637], [-4.78971, -5.90190, 3.31188], [-3.47052, -3.48648, 6.79777], [-2.44239, -4.79719, 8.66616], [-2.08665, -6.38425, 7.82678], [-3.67854, -5.79975, 8.43561], [-2.12659, -4.77569, 6.08337], [-4.97104, -5.77158, 6.28993], [-3.64330, -6.70926, 5.58432], [-4.30337, -6.86837, 3.17961], [-4.99032, -5.41232, 2.35890], [-5.84306, -6.03701, 3.55744], [-3.75597, -3.27337, 5.85268], [-2.66349, -2.92645, 7.03264], [-8.01844, 5.00461, 2.67893], [-9.03273, 4.31786, 1.72972], [-8.53582, 3.80098, 0.39085], [-7.16655, 4.28214, 0.00873], [-6.21350, 3.22517, -0.22181], [-9.79551, 3.27856, 2.56698], [-7.44873, 5.79914, 2.19702], [-7.48710, 4.14486, 3.08713], [-8.49223, 5.30339, 3.61399], [-9.73818, 5.06326, 1.36255], [-9.26464, 3.95461, -0.40497], [-8.46555, 2.71463, 0.33603], [-5.29021, 3.61971, -0.64606], [-6.43176, 2.55046, -1.04961], [-5.86819, 2.77867, 0.71065], [-10.74212, 3.13603, 2.24494], [-9.99526, 3.87970, 3.35363], [-1.97600, -4.99448, -12.48501], [-1.50915, -5.42542, -11.06066], [-0.32776, -4.66149, -10.58662], [-0.36985, -4.54897, -9.09544], [0.77422, -4.02200, -8.46459], [-2.58584, -5.43595, -10.10218], [-1.39726, -4.19203, -12.94243], [-3.03859, -4.76474, -12.56389], [-1.97724, -5.78262, -13.23796], [-1.09405, -6.40275, -11.30687], [-0.37569, -3.61718, -10.89518], [0.67010, -5.06942, -10.74780], [0.52907, -3.74409, -7.43953], [1.10796, -3.12168, -8.98050], [1.66916, -4.63047, -8.59475], [-2.19804, -5.59690, -9.18359], [-3.01251, -4.52553, -10.00634], [4.57494, -1.61421, 5.08436], [5.46285, -1.55757, 3.83241], [6.73635, -2.18939, 4.13449], [3.98849, -2.85528, 5.29020], [3.73932, -0.91433, 5.08369], [5.14761, -1.34359, 5.97143], [5.79163, -0.54906, 3.58162], [5.01359, -1.95179, 2.92090], [6.60849, -3.09101, 4.43838], [4.60074, -3.54909, 5.54585], [0.68301, 2.90731, -5.49979], [0.47582, 4.40770, -5.64108], [0.03359, 5.08807, -4.45790], [1.66692, 2.64347, -4.56952], [1.11821, 2.46490, -6.39588], [-0.30089, 2.47786, -5.31101], [-0.13613, 4.55715, -6.53062], [1.46554, 4.78647, -5.89624], [0.74322, 4.86336, -3.85165], [1.17480, 2.01476, -4.03647], [-2.62100, 7.38658, -0.26820], [-1.37629, 8.30776, -0.09969], [-0.31731, 7.64409, 0.43355], [-3.41240, 7.24913, 0.93384], [-2.25139, 6.42066, -0.61240], [-3.29940, 7.75163, -1.03932], [-1.52861, 9.18039, 0.53547], [-1.27891, 8.79077, -1.07197], [-0.67777, 7.06062, 1.10529], [-4.04690, 6.59215, 0.63823], [0.05560, -0.27673, 8.36028], [1.32795, 0.49119, 8.68118], [1.57262, 1.36051, 7.57997], [-1.11353, 0.44196, 8.53087], [-0.14044, -1.15222, 8.97930], [0.17541, -0.58852, 7.32272], [2.14798, -0.22476, 8.62595], [1.40187, 1.15045, 9.54605], [1.08417, 2.16226, 7.78048], [-0.86804, 1.36828, 8.58839], [-2.95858, 6.16499, 10.33298], [-2.80437, 4.70264, 9.89842], [-4.21153, 4.07421, 9.86201], [-5.07741, 4.52368, 8.58660], [-4.22699, 4.05441, 7.37051], [-2.83117, 4.71458, 7.28265], [-2.08467, 4.50792, 8.58120], [-0.66928, 4.82523, 8.56353], [-2.02838, 4.14152, 6.06080], [-2.90230, 6.29874, 7.09580], [-2.03701, 3.89887, 11.00614], [-2.85107, 6.23592, 11.41534], [-3.90246, 6.57360, 9.97210], [-2.24956, 6.91487, 9.98214], [-4.12360, 2.98924, 9.91880], [-4.70215, 4.36059, 10.79227], [-5.24695, 5.60040, 8.58142], [-5.97844, 3.91138, 8.55057], [-4.72177, 4.33381, 6.44033], [-4.11976, 2.97824, 7.50639], [-1.17128, 4.80400, 5.94004], [-1.56994, 3.16319, 6.20504], [-2.58390, 3.94934, 5.14288], [-1.97435, 6.86402, 7.18216], [-3.15395, 6.57092, 6.07077], [-3.63012, 6.80077, 7.73326], [-2.36088, 4.22834, 11.99339], [-0.99782, 4.22733, 11.02293], [-2.03083, 2.82169, 10.83960], [-0.66604, 5.76060, 8.77955], [-1.22260, 0.37154, -0.41413], [0.09593, -0.08919, 0.17541], [-0.04812, -0.50267, 1.73142], [-0.54026, -1.92056, 2.15908], [0.14329, -2.97485, 1.25149], [0.14953, -2.73557, -0.29204], [0.64565, -1.33850, -0.49667], [1.08515, -1.06653, -1.80763], [1.11712, -3.82716, -0.87519], [-1.24295, -2.87496, -0.85416], [1.04715, 0.99307, 0.10483], [-1.16198, 0.39844, -1.50211], [-1.43735, 1.37484, -0.04618], [-2.07762, -0.17992, -0.02307], [0.75713, -0.17023, 2.38652], [-0.87504, 0.16164, 1.98242], [-1.58706, -2.10529, 1.91788], [-0.36512, -2.04079, 3.22819], [-0.49457, -3.85866, 1.26279], [1.13976, -3.23251, 1.61033], [2.08342, -3.34051, -0.74280], [1.11177, -4.89518, -0.65745], [0.98400, -3.84741, -1.95684], [-1.67821, -3.83971, -1.11476], [-2.05150, -2.45960, -0.25264], [-1.13929, -2.41753, -1.83809], [1.31744, 1.46580, -0.83940], [1.96654, 0.64672, 0.57691], [0.68118, 1.89203, 0.60087], [2.02634, -0.91035, -1.70100], [5.30371, -10.45351, -7.83447], [4.46185, -10.02664, -6.63907], [3.32895, -9.20645, -7.52074], [2.10592, -8.79355, -6.72438], [1.49648, -10.00398, -6.01519], [2.53661, -10.76863, -5.15104], [3.85318, -11.15281, -5.86176], [4.72918, -11.81106, -5.04265], [2.69951, -10.01435, -3.81542], [1.79365, -12.12526, -4.88390], [5.35060, -9.10563, -5.79536], [5.62560, -9.71368, -8.56737], [4.87265, -11.17089, -8.53279], [6.21591, -11.01528, -7.63345], [3.75164, -8.28165, -7.91339], [2.92955, -9.72870, -8.39013], [1.32741, -8.28640, -7.29433], [2.32594, -8.05533, -5.95321], [0.86900, -10.48560, -6.76513], [0.64644, -9.67264, -5.41876], [3.09590, -9.00451, -3.92131], [1.74306, -9.82422, -3.32843], [3.32079, -10.60489, -3.14210], [0.72582, -11.94825, -4.75536], [2.03499, -12.87150, -5.64084], [2.04561, -12.52432, -3.90138], [5.81856, -9.69366, -5.00583], [4.73444, -8.38770, -5.25403], [6.21823, -8.62012, -6.24211], [4.72677, -12.64956, -5.51008], [6.93915, 9.86269, 1.17769], [6.62063, 9.60925, -0.29860], [8.02902, 9.50623, -0.94906], [8.26378, 8.79309, -2.23621], [7.26837, 7.60853, -2.37675], [5.81546, 7.82286, -1.85093], [5.83739, 8.35532, -0.50976], [4.58031, 8.50807, -0.00895], [4.91785, 8.46917, -2.89124], [5.30657, 6.34451, -1.66906], [5.84411, 10.95293, -0.80797], [7.39897, 10.85050, 1.14758], [7.65459, 9.21543, 1.68492], [6.06878, 9.73084, 1.82047], [8.46878, 10.49410, -1.08632], [8.67855, 9.03805, -0.20945], [9.28710, 8.47088, -2.42878], [7.99097, 9.57493, -2.94502], [7.82019, 6.79740, -1.90171], [7.16206, 7.43072, -3.44688], [5.41827, 9.21708, -3.50630], [4.56825, 7.77401, -3.65453], [4.07403, 8.97481, -2.42179], [5.43155, 5.77295, -2.58873], [5.87215, 5.85183, -0.87819], [4.27765, 6.43224, -1.32013], [4.89991, 10.77028, -1.32101], [6.52159, 11.61798, -1.34353], [5.44334, 11.41370, 0.09490], [4.17742, 9.03334, -0.70420]],
  "forces_ev_per_a": [[0.1, 0.1, -0.5], [-1.1, -0.8, -0.4], [2.3, 0.0, 1.7], [-1.2, -1.7, -0.4], [0.3, 0.6, 0.6], [-1.2, 1.8, 0.8], [0.3, 0.3, 0.0], [-0.5, 0.5, -0.4], [0.7, -0.1, -0.2], [0.6, -1.1, -1.5], [0.3, 0.5, 0.6], [0.0, -0.5, -0.5], [0.4, 0.3, -0.2], [0.1, 0.3, 0.0], [-0.5, -0.3, 0.2], [-0.6, 0.7, 0.1], [0.0, -0.6, 0.1], [0.2, -0.6, -0.2], [0.9, 0.7, 1.0], [1.8, 1.6, -0.4], [-0.2, -0.6, 0.6], [-0.8, 0.6, 1.4], [-0.9, 0.1, -0.4], [0.1, -0.2, -0.8], [-0.5, -0.2, -0.1], [-0.8, 0.3, -0.3], [0.8, 0.0, -0.2], [-1.0, -0.2, -0.6], [0.4, -0.2, -0.1], [0.3, -0.4, -0.5], [0.0, -0.1, -0.1], [0.2, -0.2, -0.1], [-0.8, -0.9, -0.5], [0.4, 0.4, 1.1], [-1.5, -0.4, -0.3], [3.1, 2.5, 2.0], [-0.2, -0.8, -1.7], [1.4, 2.5, 2.2], [-1.9, -1.6, 0.5], [-1.8, -1.4, -0.9], [0.9, 0.3, -0.7], [0.0, 0.1, 0.3], [-0.3, -0.7, -0.2], [0.1, -1.0, -0.9], [-0.7, 0.1, -0.6], [0.0, -0.3, 0.3], [-0.1, -0.2, -0.4], [1.4, 0.8, 0.0], [-0.4, -0.8, 0.5], [-0.2, 1.3, -0.1], [0.2, -0.2, -0.1], [-0.7, -1.7, -0.2], [-1.3, 0.7, 0.2], [2.5, -1.6, -0.7], [-1.1, -0.8, 0.0], [0.4, 1.0, -0.2], [1.0, 1.3, -0.5], [0.1, -0.4, 0.3], [1.2, 0.2, -0.4], [-0.5, 0.8, -0.3], [-0.3, 0.4, 0.6], [0.2, 0.9, -0.2], [0.1, -0.3, 0.7], [0.0, 1.0, 0.2], [-1.0, -0.5, 0.5], [-0.6, -0.6, 0.0], [-0.1, -0.2, -0.8], [0.0, -0.3, 0.8], [-0.5, 0.1, -0.4], [-0.1, -0.7, -1.8], [1.4, 2.2, 3.0], [-0.5, -0.7, -0.6], [0.2, 0.6, -1.3], [-0.5, -0.6, 0.0], [0.0, 0.2, 0.3], [-0.1, 0.6, 0.7], [0.6, -0.5, 0.3], [-0.6, -0.7, 0.9], [0.2, 0.2, -0.5], [-0.1, -0.2, -0.8], [0.1, -0.4, -0.1], [-0.3, 0.6, 0.0], [-0.1, -0.7, 0.6], [0.1, -0.2, 0.1], [0.0, 0.3, -0.4], [0.3, 0.8, -0.2], [1.1, 0.1, 0.9], [-0.4, 0.1, -0.4], [-0.9, -1.3, -0.1], [0.0, 0.1, -0.5], [0.5, 0.2, -0.1], [-0.4, 0.2, 0.3], [-0.3, -0.4, 0.2], [-0.2, -0.1, -0.1], [0.2, 0.2, 0.0], [-0.6, 1.1, -1.8], [1.0, -0.1, -0.6], [-0.1, -0.9, -1.0], [-0.3, -0.7, 2.1], [-0.8, 0.4, -0.9], [0.1, -0.5, 0.4], [-0.5, 0.5, 0.4], [0.2, 0.3, -0.2], [0.0, 0.2, 0.5], [1.0, -0.3, 0.9], [0.1, 1.1, 0.3], [-3.1, 0.9, -0.1], [1.9, -1.2, -0.1], [0.8, -0.2, -0.6], [0.1, -0.2, 0.1], [0.2, 0.3, -0.2], [-1.0, 0.1, 0.3], [1.1, -0.6, -0.4], [0.2, -0.1, 0.2], [-0.4, -0.1, 0.6], [0.3, -0.8, 0.8], [0.4, -0.3, -1.1], [0.0, 0.6, -0.3], [-0.9, 1.3, 0.0], [0.8, -0.4, 0.1], [0.0, -0.1, -0.2], [0.1, 0.0, 0.5], [-0.4, -0.8, 0.7], [0.1, 0.4, -0.4], [-0.5, 0.3, -0.1], [0.2, 0.6, 0.1], [1.1, -0.7, -0.1], [-0.7, 0.8, -1.3], [2.2, -1.5, 0.7], [0.2, 1.3, 0.8], [1.3, 1.6, 0.5], [-0.8, -2.2, 0.0], [-2.1, 0.0, 0.1], [0.5, -0.1, 1.1], [-0.7, -0.4, -1.0], [0.7, 1.3, -0.6], [-0.6, 0.0, 0.1], [-0.2, -0.1, 0.4], [0.6, -0.4, -0.4], [0.0, -0.1, -0.4], [-0.1, 0.2, 0.0], [-0.3, -0.2, 0.0], [-0.3, 0.5, 0.2], [-0.1, -0.4, -0.1], [0.1, -0.1, -0.5], [-0.1, 0.1, -0.6], [-0.1, -0.2, 0.8], [-0.4, 0.9, 0.1], [0.5, -0.6, 0.5], [-0.5, -0.3, -0.2], [0.0, -0.2, 0.1], [-0.6, -0.6, 0.0], [0.2, -0.1, -0.3], [-0.3, 0.1, 0.1], [0.4, 0.6, 0.0], [-0.6, 0.2, 0.6], [-1.1, -4.1, 0.8], [-1.9, 0.8, -0.4], [0.9, 0.2, -2.5], [-0.4, -0.5, 0.2], [-0.1, -0.1, 1.9], [1.3, 0.0, 1.0], [-0.6, -0.1, -0.5], [0.2, 2.1, -1.5], [-0.9, -0.1, -1.2], [2.3, 2.0, 0.2], [-0.2, -0.2, 0.0], [0.2, 0.3, -0.2], [0.0, -0.5, -0.5], [0.5, -0.2, -0.6], [-0.1, 0.3, 0.6], [-0.3, 0.7, 0.5], [0.0, -0.3, -0.2], [0.3, -0.5, 0.6], [0.1, 0.0, -0.1], [0.4, -0.7, 0.2], [-0.4, 0.4, 1.2], [-0.1, 0.3, -0.3], [0.8, -0.7, 0.4], [0.3, 0.7, -0.1], [-0.6, 0.5, -0.1], [-0.2, -0.8, -0.6], [0.2, 0.4, 0.0], [-0.1, -0.3, 0.7], [0.2, 0.0, -0.1], [1.3, -2.3, -1.1], [-0.3, 1.3, -2.4], [-0.4, 0.3, 1.7], [-0.4, 0.1, 1.3], [0.3, 1.3, -1.0], [-1.0, -1.6, -0.1], [-3.2, 3.0, -2.2], [0.6, -0.5, 0.5], [0.2, 0.1, -0.2], [0.6, 0.4, 1.1], [-0.4, -0.1, 1.3], [-0.2, 0.9, 0.7], [-1.1, -0.2, 0.3], [0.4, 0.2, 0.8], [0.6, -0.2, 0.1], [0.6, -0.7, 0.1], [0.1, -0.1, -0.5], [0.5, 0.2, 0.1], [0.9, -1.3, -0.3], [0.4, 0.2, 0.9], [0.4, -0.1, -0.2], [-0.2, -0.5, -0.1], [0.1, 0.2, 0.0], [-0.1, 0.0, -0.6], [-0.3, 0.2, -0.1], [0.5, -0.2, 0.0], [-0.1, -0.3, 0.1], [0.1, 0.3, -0.1], [-0.5, 0.1, -0.7], [0.5, -0.4, 0.5], [-0.3, -0.3, 0.3], [-0.1, 0.6, -1.0], [1.2, -0.2, 1.3], [-2.5, 0.3, -1.1], [0.8, 1.3, -0.3], [1.2, -3.1, -0.3], [3.0, 1.0, 0.3], [-1.1, 0.1, 0.4], [0.2, 1.0, -0.5], [-0.1, 0.9, 0.4], [0.0, -1.5, 1.2], [-0.4, 0.2, 0.7], [0.3, -0.4, -0.7], [-0.3, 0.8, -0.2], [-0.3, 0.3, 0.4], [-0.1, -0.1, 0.3], [0.0, 0.1, 0.2], [0.2, -0.3, -0.9], [-0.7, -0.5, 0.1], [0.1, -0.5, 0.0], [0.3, 0.4, 0.3], [-0.2, -0.3, 0.4], [-0.3, -0.2, -0.3], [-0.3, 0.1, 0.0], [0.1, 0.1, 0.0], [-0.2, -0.5, -0.3], [0.4, -0.2, -0.8], [-0.3, 0.0, 0.0], [0.4, 0.4, 0.1], [-1.1, 0.4, 0.3]],
  "e_tot_ev": -117079.386,
  "homo_ev": -8.07,
  "lumo_energy_ev": 0.2
}